(1)
{
  "formula": "C5H8N4",
  "method": "wB97M-V/def2-TZVPD",
  "relative_energy_kj_mol": 361.36,
  "gap_ev": 9.0,
  "smiles": "[H]/N=C\\C1=CNNC=NC1",
  "homo_energy_ev": -8.5,
  "multiplicity": 1,
  "symbols": ["H", "N", "C", "C", "C", "N", "N", "C", "N", "C", "H", "H", "H", "H", "H", "H", "H"],
  "positions_angstrom": [[-2.939, -0.259, -1.239], [-3.007, -1.103, -0.554], [-1.952, -1.269, 0.153], [-0.731, -0.403, 0.036], [0.223, -0.877, 0.836], [1.564, -0.653, 0.979], [2.125, 0.717, 0.625], [1.711, 1.469, -0.491], [0.691, 1.550, -1.220], [-0.619, 0.776, -0.873], [-1.946, -2.030, 1.001], [0.140, -1.879, 1.351], [2.116, -1.630, 0.781], [2.487, 1.303, 1.442], [2.540, 2.211, -0.578], [-1.098, 0.580, -1.901], [-1.304, 1.498, -0.348]]
}

=====

(2)
{
  "formula": "C5H8N4",
  "method": "wB97M-V/def2-TZVPD",
  "relative_energy_kj_mol": 709.88,
  "gap_ev": [7.7, 7.7],
  "homo_energy_ev": [-8.0, -8.0],
  "multiplicity": 1,
  "symbols": ["C", "C", "C", "C", "C", "N", "N", "N", "N", "H", "H", "H", "H", "H", "H", "H", "H"],
  "positions_angstrom": [[-1.525, -1.024, 0.242], [-0.364, -0.533, -0.124], [-2.505, 0.106, 0.579], [-1.764, 1.271, -0.098], [3.723, -0.398, -0.079], [0.762, 1.343, 0.243], [1.621, 0.447, 0.216], [-0.373, 0.815, -0.125], [2.714, 0.229, 0.707], [-1.797, -2.025, 0.236], [-3.416, 0.079, 0.076], [-2.608, 0.197, 1.686], [-2.061, 1.313, -1.119], [-2.018, 2.047, 0.526], [3.918, -1.413, 0.369], [3.327, -0.305, -1.185], [4.719, 0.278, 0.094]]
}

=====

(3)
{
  "formula": "C5H8N4O2S",
  "method": "wB97M-V/def2-TZVPD",
  "relative_energy_kj_mol": 673.88,
  "gap_ev": 7.9,
  "homo_energy_ev": -8.9,
  "multiplicity": 1,
  "symbols": ["C", "C", "C", "C", "C", "N", "N", "N", "N", "O", "O", "S", "H", "H", "H", "H", "H", "H", "H", "H"],
  "positions_angstrom": [[-0.356, -1.485, -1.319], [-1.181, -1.298, 0.805], [0.935, -1.058, -0.920], [0.254, 0.375, 0.328], [-1.651, 2.476, -0.122], [-1.188, -1.903, -0.353], [-0.677, -0.127, 1.102], [1.434, 0.891, 0.855], [1.656, -1.667, 0.084], [2.799, -1.225, 0.234], [1.135, -2.544, 0.754], [-0.327, 1.688, -1.017], [-0.739, -1.447, -2.324], [-1.801, -1.733, 1.497], [1.575, -0.680, -1.720], [-2.458, 1.881, -0.163], [-2.080, 3.452, -0.538], [-1.402, 2.588, 0.961], [2.003, 1.475, 0.291], [2.070, 0.343, 1.564]]
}